Density functional theory data (wB97M-V/def2-TZVPD) for one molecule with the formula C6H9NO3S at a distorted geometry.

Element x y z (Å)
1 C 1.948 -1.149 -0.490
2 C -0.136 0.491 1.478
3 C 1.997 0.237 -0.921
4 C 0.429 1.570 0.644
5 C 1.876 1.271 0.197
6 C -3.127 -1.428 -0.402
7 N 1.992 -2.010 0.311
8 O -2.813 1.217 0.174
9 O 1.970 -3.140 0.718
10 O -1.069 -0.226 1.109
11 S -2.064 0.071 -0.389
12 H 2.908 0.406 -1.375
13 H 1.243 0.251 -1.720
14 H -0.220 1.789 -0.247
15 H 0.563 2.373 1.317
16 H 2.414 0.940 1.037
17 H 2.329 2.297 -0.124
18 H -4.090 -1.091 0.172
19 H -2.810 -2.451 -0.090
20 H -3.338 -1.419 -1.397

Cartesian forces (eV/Å) of the 2 atoms listed first:
C 0.33 -0.31 2.06
C 1.91 0.37 1.27

Summary:
net charge	0
molar mass	175.2	g mol⁻¹
relative energy (zero: lowest compared OMol25 entry of this formula, charge and spin)	178.8	kcal/mol
Kohn-Sham gap (spin up / spin down)	7.861 / 7.860	eV